1.
Below is a single C22H21N3O6S molecule at a distorted geometry, with properties calculated with wB97M-V/def2-TZVPD.

Its gap between HOMO and LUMO is 8.52 eV. The value obtained for the total energy is -1864.75887 a.u. As for the SMILES: C[C@H](NS(=O)(=O)c1ccc(OCC(=O)Nc2cccc([N+](=O)[O-])c2)cc1)c1ccccc1. The calculation puts the energy above the lowest of the compared OMol25 structures with the same formula, charge and spin at 41.2 kcal/mol.

```
! RIJCOSX wB97M-V def2-TZVPD def2/J DEFGRID3
* xyz 0 1
C -1.3538 0.7994 -4.5365
C -0.2071 0.8646 -3.5289
N -0.7685 0.7450 -2.1732
S -0.7397 -0.8296 -1.6309
O 0.5980 -1.2088 -1.2333
O -1.3924 -1.6714 -2.5855
C -1.6724 -0.7693 -0.1049
C -2.2285 0.3922 0.3966
C -2.6965 0.4128 1.6974
C -2.6018 -0.7282 2.4972
O -2.8851 -0.5560 3.8264
C -2.3823 -1.5093 4.7415
C -0.9045 -1.8656 4.5127
O -0.4580 -2.9479 4.8013
N -0.1920 -0.8479 3.9415
C 0.8718 -1.0144 3.0453
C 1.7586 -2.0860 3.1225
C 2.7352 -2.2462 2.1525
C 2.8454 -1.3569 1.0990
C 1.9587 -0.2910 1.0343
N 2.0197 0.6247 -0.0685
O 1.1093 1.4339 -0.1707
O 2.9664 0.5760 -0.8128
C 0.9837 -0.1043 2.0012
C -2.1505 -1.9242 1.9424
C -1.6713 -1.9300 0.6455
C 0.5754 2.1462 -3.6482
C -0.0016 3.3545 -3.2755
C 0.7126 4.5339 -3.3794
C 2.0124 4.5191 -3.8571
C 2.5946 3.3192 -4.2260
C 1.8800 2.1384 -4.1204
H -0.9598 0.8650 -5.5476
H -2.0452 1.6209 -4.3694
H -1.8809 -0.1422 -4.4125
H 0.4661 0.0138 -3.7045
H -0.2283 1.3045 -1.5169
H -2.2588 1.2787 -0.2146
H -3.0970 1.3153 2.1322
H -2.5050 -1.0539 5.7289
H -2.9593 -2.4416 4.7205
H -0.6944 0.0232 3.8189
H 1.6601 -2.7969 3.9264
H 3.4111 -3.0843 2.2181
H 3.5806 -1.4799 0.3206
H 0.3070 0.7330 1.9147
H -2.1254 -2.8339 2.5207
H -1.2582 -2.8265 0.2123
H -1.0122 3.3631 -2.8950
H 0.2554 5.4675 -3.0851
H 2.5711 5.4402 -3.9363
H 3.6108 3.3001 -4.5908
H 2.3413 1.2019 -4.3974
*
```

Results of the Mulliken charge analysis, in e, for atoms 1 through 4: -1.59 -0.12 -0.31 1.17

***

2.
Below is a single C22H21N3O7S molecule at a distorted geometry, with properties calculated with wB97M-V/def2-TZVPD.

Its gap between HOMO and LUMO is 7.38 eV. The value obtained for the total energy is -1939.97849 a.u. As for the SMILES: COc1ccc(NC(=O)CN(c2ccc([N+](=O)[O-])cc2)S(=O)(=O)c2ccccc2)c(OC)c1. The calculation puts the energy above the lowest of the compared OMol25 structures with the same formula, charge and spin at 115.3 kcal/mol.

```
! RIJCOSX wB97M-V def2-TZVPD def2/J DEFGRID3
* xyz 0 1
C -5.9159 -0.7412 -0.1516
O -4.9967 -0.4154 0.8679
C -3.9506 0.3905 0.5556
C -3.8066 1.0923 -0.6330
C -2.6713 1.8580 -0.8510
C -1.6687 1.9201 0.0968
N -0.4123 2.5147 -0.1268
C 0.1324 2.7569 -1.3453
O -0.4725 3.1316 -2.3236
C 1.6351 2.4264 -1.4036
N 1.9030 1.1751 -0.7155
C 0.9676 0.1562 -0.7744
C 0.1353 0.0247 -1.8981
C -0.9240 -0.8509 -1.8857
C -1.1417 -1.6553 -0.7709
N -2.3014 -2.4863 -0.7028
O -3.1608 -2.3294 -1.5491
O -2.3711 -3.2923 0.2033
C -0.2497 -1.6246 0.2965
C 0.7961 -0.7298 0.2964
S 3.0969 1.2037 0.5005
O 2.5005 1.1877 1.8039
O 3.9427 2.3077 0.1715
C 3.9547 -0.3315 0.1884
C 4.1543 -1.2389 1.2099
C 4.8388 -2.4134 0.9414
C 5.3115 -2.6595 -0.3379
C 5.1110 -1.7353 -1.3522
C 4.4289 -0.5593 -1.0884
C -1.8213 1.2316 1.3163
O -0.7681 1.3372 2.1794
C -0.7869 0.5863 3.3689
C -2.9587 0.4838 1.5380
H -6.4809 0.1367 -0.4796
H -6.5985 -1.4638 0.2920
H -5.4077 -1.1969 -1.0066
H -4.5583 1.0447 -1.4024
H -2.5491 2.3886 -1.7806
H 0.2230 2.3354 0.6445
H 1.9370 2.3797 -2.4555
H 2.2350 3.1939 -0.9109
H 0.2943 0.6425 -2.7656
H -1.5984 -0.9169 -2.7250
H -0.4192 -2.2804 1.1368
H 1.4315 -0.6542 1.1603
H 3.7784 -1.0125 2.1955
H 5.0037 -3.1325 1.7288
H 5.8445 -3.5750 -0.5454
H 5.4872 -1.9296 -2.3447
H 4.2662 0.1840 -1.8525
H 0.1868 0.7546 3.8261
H -0.9184 -0.4803 3.1651
H -1.5773 0.9285 4.0438
H -3.1103 -0.0675 2.4508
*
```

Results of the Mulliken charge analysis, in e, for atoms 1 through 4: -0.78 -0.48 0.15 -0.36

***

3.
Below is a single C22H21N5O5 molecule at a distorted geometry, with properties calculated with wB97M-V/def2-TZVPD.

Its gap between HOMO and LUMO is 8.02 eV. The value obtained for the total energy is -1500.91482 a.u. As for the SMILES: CCOc1cc([C@@H]2C(C(=O)c3ccc(C)cc3)=C(C(=O)OC)Nc3nnnn32)ccc1O. The calculation puts the energy above the lowest of the compared OMol25 structures with the same formula, charge and spin at 0.0 kcal/mol.

```
! RIJCOSX wB97M-V def2-TZVPD def2/J DEFGRID3
* xyz 0 1
C -5.5032 0.5004 -1.9415
C -4.0699 0.9371 -1.6850
O -3.9115 1.0919 -0.2865
C -2.6937 1.4898 0.1943
C -1.5725 1.7542 -0.5684
C -0.3860 2.1438 0.0450
C 0.8559 2.3145 -0.8102
C 1.6249 1.0075 -0.7416
C 0.9025 -0.1313 -1.3753
O 0.4891 -0.0546 -2.5136
C 0.6478 -1.3071 -0.5158
C 0.6419 -1.2308 0.8766
C 0.3923 -2.3600 1.6293
C 0.1508 -3.5904 1.0231
C -0.1116 -4.8030 1.8591
C 0.1402 -3.6570 -0.3661
C 0.3743 -2.5298 -1.1271
C 2.7980 0.9072 -0.0853
C 3.6184 -0.3314 0.0234
O 4.4763 -0.4624 0.8617
O 3.3340 -1.2184 -0.9235
C 4.0289 -2.4590 -0.8794
N 3.3840 1.9892 0.5484
C 2.8687 3.2245 0.3378
N 3.3258 4.4147 0.6565
N 2.4346 5.2752 0.1675
N 1.4791 4.6943 -0.4174
N 1.7015 3.3757 -0.3389
C -0.3259 2.2692 1.4220
C -1.4492 2.0199 2.1931
C -2.6320 1.6250 1.5948
O -3.7258 1.3650 2.3513
H -6.1949 1.2511 -1.5683
H -5.7039 -0.4405 -1.4360
H -5.6609 0.3714 -3.0080
H -3.3656 0.1819 -2.0580
H -3.8664 1.8907 -2.1895
H -1.5972 1.6509 -1.6412
H 0.5624 2.5212 -1.8478
H 0.8066 -0.2855 1.3712
H 0.3848 -2.2907 2.7072
H -0.0536 -5.7103 1.2635
H -1.1080 -4.7431 2.2969
H 0.6042 -4.8682 2.6763
H -0.0534 -4.6019 -0.8532
H 0.3683 -2.5763 -2.2057
H 3.4931 -3.1514 -0.2269
H 5.0417 -2.3113 -0.5004
H 4.0462 -2.8395 -1.8975
H 4.2886 1.8721 0.9813
H 0.5908 2.5703 1.9074
H -1.4219 2.1222 3.2656
H -4.4484 1.1231 1.7547
*
```

Results of the Mulliken charge analysis, in e, for atoms 1 through 4: -1.46 -0.18 -0.46 1.27

***

Highest occupied orbital energy
In order: -9.106, -7.813, -8.395
Unit: eV
LUMO level
In order: -0.58, -0.44, -0.38
Unit: eV